[1]
A structure of composition C20H28As2FMo at a distorted geometry. Source: the Open Molecules 2025 dataset; level of theory: ωB97M-V/def2-TZVPD.

Positions of all 52 atoms, in Å:
Mo -0.440 0.299 0.690
C 2.870 -1.194 -1.159
As 2.085 -0.340 0.365
C 2.971 1.370 0.542
C 2.508 -1.364 1.931
C 3.680 -2.110 1.939
C 4.039 -2.826 3.076
C 3.229 -2.802 4.200
C 2.047 -2.069 4.194
C 1.686 -1.348 3.061
As 0.038 -0.366 3.130
C 0.307 1.242 4.154
C -1.281 -1.378 4.081
H 3.949 -1.105 -1.045
H 2.562 -0.673 -2.061
H 2.575 -2.238 -1.204
H 4.032 1.144 0.629
H 2.632 1.893 1.431
H 2.790 1.976 -0.343
H 4.325 -2.145 1.071
H 4.954 -3.404 3.077
H 3.509 -3.362 5.083
H 1.419 -2.072 5.077
H 0.595 0.927 5.156
H -0.621 1.806 4.198
H 1.095 1.849 3.719
H -0.990 -1.371 5.129
H -1.333 -2.393 3.700
H -2.243 -0.880 3.978
F -0.173 1.966 1.194
C -1.692 -0.815 -1.693
C -2.681 -1.166 -0.526
C -4.128 -1.177 -0.995
C -2.336 -0.102 0.454
C -2.217 -2.429 0.192
C -0.917 -2.425 0.707
C -0.358 -3.495 1.386
C -1.149 -4.623 1.558
C -2.449 -4.650 1.062
C -2.992 -3.555 0.387
H -2.142 -0.139 -2.419
H -1.282 -1.700 -2.177
H -0.785 -0.223 -1.358
H -4.416 -0.196 -1.377
H -4.807 -1.441 -0.184
H -4.255 -1.899 -1.803
H -3.125 0.571 0.821
H -0.231 -1.619 0.413
H 0.664 -3.475 1.737
H -0.744 -5.488 2.068
H -3.054 -5.538 1.195
H -4.005 -3.605 0.011

Values from the calculation:
net charge = +3
HOMO energy = -18.795 eV



[2]
A cluster of 2 separate species, CH3ClS in total. Source: the Open Molecules 2025 dataset; level of theory: ωB97M-V/def2-TZVPD.

Positions of all 6 atoms, in Å:
C 0.885 0.424 0.955
S -0.359 1.433 0.855
H 1.271 -0.113 0.084
H 1.403 0.232 1.896
Cl -1.029 -0.758 -1.718
H -2.171 -1.219 -2.072

Values from the calculation:
SMILES = C=S.Cl
HOMO energy = -8.788 eV



In order of appearance, orbital gap = 6.41, 8.48 eV.
In order of appearance, LUMO energy = -0.455, -0.011 Eh.